# 1
Molecular formula: C43H45FN7O4Sn
Method: DFT, ωB97M-V/def2-TZVPD

The calculation puts the HOMO energy (spin up / spin down) at -0.415 / -0.427 hartree. Its net charge is +2. As for the total energy: -72477.901 eV. Its spin multiplicity is 2. The value obtained for the lowest unoccupied orbital energy (spin up / spin down) is -0.1681 / -0.1684 Ha.

Each line ends with the natural charge from an NBO analysis.
Element x y z (Å)
Sn (-0.80, 1.13, -0.28)  1.65
C (0.71, 8.33, 0.88)  -0.64
C (1.61, 7.94, -0.28)  -0.05
C (2.55, 8.83, -0.80)  -0.18
C (3.38, 8.48, -1.86)  -0.20
C (3.27, 7.22, -2.43)  -0.21
C (2.33, 6.32, -1.94)  -0.26
C (1.51, 6.68, -0.87)  0.18
N (0.54, 5.77, -0.35)  -0.63
C (0.71, 4.44, -0.08)  0.65
N (2.02, 4.03, -0.01)  -0.64
C (2.55, 2.74, -0.26)  0.13
C (1.86, 1.64, -0.75)  -0.05
C (2.44, 0.43, -1.08)  -0.31
C (3.82, 0.30, -0.91)  -0.22
C (4.54, 1.38, -0.40)  -0.20
C (3.93, 2.59, -0.07)  -0.05
C (4.74, 3.73, 0.48)  -0.65
N (-0.24, 3.62, 0.18)  -0.69
C (-1.58, 3.97, -0.18)  0.14
C (-1.90, 4.14, -1.53)  -0.26
C (-3.21, 4.38, -1.93)  -0.21
C (-4.21, 4.45, -0.98)  -0.20
C (-3.90, 4.27, 0.36)  -0.18
C (-2.59, 4.03, 0.79)  -0.06
C (-2.29, 3.88, 2.26)  -0.63
H (0.99, 9.31, 1.27)  0.23
H (0.78, 7.60, 1.69)  0.22
H (-0.34, 8.39, 0.58)  0.22
H (2.63, 9.82, -0.36)  0.22
H (4.10, 9.20, -2.24)  0.23
H (3.90, 6.94, -3.26)  0.23
H (2.21, 5.35, -2.40)  0.22
H (-0.40, 6.11, -0.22)  0.42
H (2.70, 4.77, -0.04)  0.42
H (1.86, -0.40, -1.47)  0.23
H (4.32, -0.62, -1.19)  0.22
H (5.61, 1.28, -0.27)  0.22
H (5.76, 3.41, 0.71)  0.24
H (4.30, 4.14, 1.39)  0.22
H (4.82, 4.56, -0.24)  0.23
H (-1.11, 4.07, -2.27)  0.22
H (-3.44, 4.51, -2.98)  0.23
H (-5.24, 4.63, -1.27)  0.23
H (-4.69, 4.32, 1.11)  0.22
H (-3.18, 4.06, 2.85)  0.23
H (-1.52, 4.59, 2.57)  0.21
H (-1.93, 2.87, 2.49)  0.23
C (-4.84, -5.59, 1.36)  -0.62
C (-4.70, -4.97, -0.02)  -0.21
N (-3.58, -4.01, -0.10)  -0.35
C (-3.82, -2.72, 0.20)  0.17
C (-2.90, -1.71, 0.17)  -0.35
C (-3.42, -0.36, 0.57)  0.81
O (-4.44, -0.30, 1.21)  -0.60
O (-2.73, 0.67, 0.14)  -0.90
C (-1.56, -2.01, -0.21)  0.59
O (-0.63, -1.17, -0.31)  -0.75
C (-1.27, -3.43, -0.46)  -0.18
C (0.03, -3.84, -0.76)  -0.22
C (0.31, -5.15, -0.98)  0.40
F (1.58, -5.53, -1.22)  -0.33
C (-0.68, -6.14, -0.93)  0.10
C (-1.97, -5.75, -0.63)  -0.27
C (-2.28, -4.40, -0.39)  0.27
N (-0.44, -7.53, -1.17)  -0.45
C (-0.57, -8.41, -0.02)  -0.24
C (-0.88, -9.82, -0.48)  -0.23
N (0.22, -10.27, -1.42)  -0.49
C (0.38, -9.31, -2.58)  -0.23
C (0.66, -7.93, -2.03)  -0.24
H (-5.67, -6.29, 1.37)  0.24
H (-5.03, -4.83, 2.11)  0.23
H (-3.93, -6.13, 1.64)  0.20
H (-5.60, -4.42, -0.29)  0.23
H (-4.56, -5.72, -0.79)  0.21
H (-4.83, -2.47, 0.49)  0.26
H (0.82, -3.10, -0.80)  0.26
H (-2.74, -6.51, -0.60)  0.23
H (-1.38, -8.08, 0.63)  0.25
H (0.35, -8.42, 0.59)  0.19
H (-1.80, -9.85, -1.05)  0.23
H (-0.93, -10.52, 0.35)  0.24
H (0.03, -11.21, -1.76)  0.45
H (1.10, -10.32, -0.90)  0.43
H (-0.55, -9.33, -3.13)  0.23
H (1.19, -9.68, -3.20)  0.24
H (0.75, -7.25, -2.87)  0.26
H (1.63, -7.93, -1.50)  0.20
O (-0.23, 0.90, 1.77)  -0.69
N (0.94, 1.22, 2.34)  0.05
C (1.86, 0.26, 2.52)  0.05
C (3.04, 0.54, 3.16)  -0.22
C (3.28, 1.83, 3.62)  -0.14
C (2.33, 2.81, 3.40)  -0.22
C (1.16, 2.49, 2.75)  0.05
H (1.58, -0.71, 2.13)  0.25
H (3.76, -0.25, 3.30)  0.25
H (4.20, 2.06, 4.14)  0.24
H (2.47, 3.82, 3.74)  0.25
H (0.37, 3.18, 2.52)  0.27

---

# 2
Molecular formula: C6H6O
Method: DFT, ωB97M-V/def2-TZVPD

The relative energy (zero: lowest compared OMol25 entry of this formula, charge and spin) comes out at 7.020 eV. The calculation puts the HOMO energy at -0.349 hartree. As for the total energy: -8359.486 eV. The value obtained for the lowest unoccupied orbital energy is 0.0282 Ha.

Each line ends with the natural charge from an NBO analysis.
Element x y z (Å)
O (-0.22, -0.48, 1.65)  -0.68
C (0.45, -0.18, 0.49)  0.20
C (-0.37, -0.56, -0.75)  -0.50
C (-1.49, 0.36, -0.95)  0.01
C (-2.42, 1.10, -1.12)  -0.22
C (1.25, 1.12, 0.50)  -0.15
C (2.09, 0.11, 0.45)  -0.37
H (-0.05, 0.24, 2.28)  0.49
H (1.39, -1.05, 0.33)  0.24
H (-0.74, -1.58, -0.63)  0.24
H (0.30, -0.54, -1.62)  0.25
H (-3.24, 1.78, -1.28)  0.24
H (3.05, -0.32, 0.65)  0.26

---

# 3
Molecular formula: C35H54B2HgO43
Method: DFT, ωB97M-V/def2-TZVPD

The calculation puts the HOMO energy at -0.339 hartree. As for the total energy: -130747.404 eV. The value obtained for the lowest unoccupied orbital energy is -0.1276 Ha.

Each line ends with the Mulliken charge.
Element x y z (Å)
Hg (-3.58, -1.71, 3.88)  1.87
O (3.42, 1.98, 4.48)  -0.60
C (2.78, 1.13, 5.01)  0.56
O (1.71, 1.23, 5.77)  -0.53
B (1.17, -0.13, 6.06)  1.13
O (2.23, -1.05, 5.66)  -0.61
C (3.13, -0.36, 4.94)  0.63
O (4.05, -0.84, 4.40)  -0.60
O (-0.02, -0.35, 5.19)  0.40
C (-1.04, -0.65, 5.92)  0.45
O (-2.12, -1.07, 5.55)  -0.85
C (-0.63, -0.50, 7.40)  0.20
O (0.65, -0.16, 7.43)  -0.57
O (-1.34, -0.62, 8.35)  -0.59
O (2.60, 3.39, 0.84)  -0.61
C (2.10, 2.35, 0.66)  0.37
O (1.78, 1.47, 1.58)  -0.78
B (1.15, 0.31, 0.96)  0.84
O (1.16, 0.55, -0.49)  0.21
C (1.83, 1.67, -0.68)  0.08
O (2.24, 2.07, -1.72)  -0.46
O (1.81, -0.96, 1.29)  -0.20
C (1.00, -1.72, 1.99)  0.14
O (1.15, -2.87, 2.25)  -0.64
C (-0.34, -0.99, 2.11)  0.05
O (-0.26, 0.14, 1.48)  0.28
O (-1.27, -1.38, 2.76)  0.57
C (0.85, -3.97, -0.91)  0.28
O (0.60, -2.66, -1.38)  0.43
C (0.93, -2.41, -2.65)  0.22
O (1.19, -3.25, -3.46)  -0.59
O (0.88, -1.12, -2.86)  0.15
C (1.20, -0.57, -4.12)  -0.60
H (0.52, -4.76, -1.58)  0.51
H (0.50, -4.21, 0.09)  -0.69
H (1.94, -3.97, -0.79)  -0.15
H (2.07, -1.05, -4.58)  0.27
H (1.46, 0.48, -4.04)  0.03
H (0.40, -0.81, -4.83)  0.30
C (4.71, -2.98, -3.67)  -0.13
O (4.60, -4.34, -3.19)  -0.35
C (4.44, -4.48, -1.88)  0.84
O (4.02, -5.50, -1.44)  -0.59
O (4.66, -3.35, -1.21)  -0.31
C (4.53, -3.35, 0.22)  -0.41
H (5.53, -2.48, -3.16)  0.35
H (3.80, -2.47, -3.37)  -0.15
H (4.82, -2.88, -4.74)  0.15
H (3.67, -2.71, 0.43)  -0.04
H (5.40, -2.90, 0.69)  0.34
H (4.43, -4.37, 0.60)  0.36
C (-0.97, -4.81, 2.39)  -0.44
O (-2.28, -5.44, 2.53)  -0.33
C (-3.15, -4.89, 3.31)  0.75
O (-2.90, -3.87, 3.94)  -0.68
O (-4.32, -5.45, 3.29)  -0.25
C (-4.53, -6.78, 2.85)  -0.66
H (-0.44, -5.46, 1.70)  0.39
H (-0.47, -4.88, 3.36)  0.40
H (-1.06, -3.77, 2.12)  -0.18
H (-3.89, -7.55, 3.28)  0.33
H (-4.54, -6.85, 1.76)  0.19
H (-5.48, -7.12, 3.27)  0.29
C (-6.66, 1.24, 0.53)  -0.51
O (-5.67, 0.36, 1.06)  -0.23
C (-4.52, 0.77, 1.56)  0.17
O (-3.89, 0.14, 2.39)  -0.48
O (-4.18, 1.97, 1.12)  -0.31
C (-2.89, 2.49, 1.50)  -0.14
H (-6.29, 1.63, -0.42)  0.00
H (-6.71, 2.13, 1.15)  0.36
H (-7.65, 0.84, 0.35)  0.29
H (-2.79, 3.24, 2.28)  0.34
H (-2.44, 2.84, 0.57)  0.10
H (-2.22, 1.70, 1.83)  -0.22
C (-1.67, 3.59, 7.48)  -0.83
O (-2.15, 2.85, 6.38)  -0.35
C (-1.43, 2.78, 5.27)  0.59
O (-1.74, 2.07, 4.36)  -0.19
O (-0.37, 3.57, 5.27)  -0.34
C (0.24, 3.92, 4.03)  -0.39
H (-0.80, 3.25, 8.03)  0.29
H (-2.45, 3.80, 8.20)  0.31
H (-1.34, 4.58, 7.13)  0.33
H (1.31, 3.80, 4.19)  0.25
H (-0.05, 4.91, 3.68)  0.36
H (-0.04, 3.23, 3.23)  -0.07
C (2.86, 5.34, -2.19)  -0.19
O (2.08, 6.17, -3.05)  -0.29
C (2.66, 6.77, -4.08)  0.78
O (3.84, 6.91, -4.23)  -0.57
O (1.71, 7.29, -4.83)  -0.31
C (2.03, 8.24, -5.83)  -0.67
H (3.28, 6.01, -1.43)  0.33
H (3.62, 4.79, -2.73)  0.12
H (2.21, 4.62, -1.69)  -0.06
H (1.30, 8.18, -6.63)  0.23
H (3.03, 8.18, -6.25)  0.32
H (1.87, 9.21, -5.35)  0.28
C (-3.16, -1.22, -0.97)  0.00
O (-3.51, -2.60, -0.79)  -0.47
C (-3.74, -3.09, 0.40)  0.47
O (-3.57, -2.51, 1.43)  -0.13
O (-4.19, -4.33, 0.37)  -0.34
C (-3.96, -5.19, -0.75)  -0.86
H (-2.48, -0.94, -0.17)  -0.24
H (-4.02, -0.56, -0.88)  0.11
H (-2.63, -1.08, -1.90)  0.34
H (-3.97, -4.74, -1.74)  0.38
H (-4.77, -5.92, -0.72)  0.29
H (-3.02, -5.71, -0.57)  0.31
C (7.04, -1.30, -6.56)  -0.55
O (6.75, -0.10, -5.88)  -0.35
C (5.51, 0.31, -5.66)  0.88
O (4.45, -0.11, -6.06)  -0.57
O (5.62, 1.34, -4.80)  -0.36
C (4.45, 2.05, -4.46)  -0.66
H (8.12, -1.34, -6.66)  0.26
H (6.55, -1.39, -7.52)  0.32
H (6.72, -2.19, -6.01)  0.19
H (3.76, 1.53, -3.80)  0.21
H (3.76, 2.06, -5.32)  0.34
H (4.60, 3.12, -4.32)  0.33
C (-1.72, 2.92, -2.50)  -0.63
O (-2.87, 2.17, -2.12)  -0.13
C (-3.91, 2.25, -2.91)  0.60
O (-3.97, 2.87, -3.92)  -0.58
O (-4.87, 1.48, -2.39)  0.02
C (-6.07, 1.42, -3.13)  -0.96
H (-2.06, 3.93, -2.71)  0.44
H (-1.19, 2.45, -3.33)  0.34
H (-1.04, 2.92, -1.66)  -0.02
H (-6.84, 1.99, -2.59)  0.32
H (-6.35, 0.36, -3.13)  0.29
H (-6.05, 1.72, -4.17)  0.38

---

# 4
Molecular formula: C3H7N2
Method: DFT, ωB97M-V/def2-TZVPD

The relative energy (zero: lowest compared OMol25 entry of this formula, charge and spin) comes out at 7.429 eV. The calculation puts the HOMO energy at -0.524 hartree. Its net charge is +1. As for the total energy: -6190.082 eV. The value obtained for the lowest unoccupied orbital energy is -0.2254 Ha.

Each line ends with the natural charge from an NBO analysis.
Element x y z (Å)
C (0.29, 0.31, 0.46)  0.44
C (2.57, -0.27, -0.16)  -0.19
C (-1.98, -0.27, -0.70)  -0.42
N (-0.92, 0.01, 0.16)  -0.22
N (-0.52, 0.71, 1.47)  -0.45
H (2.23, -1.03, -0.83)  0.22
H (2.58, -0.47, 1.00)  0.24
H (3.09, 0.64, -0.38)  0.23
H (-2.35, 0.50, -1.30)  0.24
H (-1.40, -1.08, -1.26)  0.26
H (-2.92, -0.68, -0.16)  0.26
H (-0.67, 1.63, 1.69)  0.39

---

What is the total energy in the first record?
-72477.901 eV

---

What is the formula in the first record?
C43H45FN7O4Sn

---

Which formula does entry 3 have?
C35H54B2HgO43

---

The lowest total energy belongs to which entry?
C35H54B2HgO43